Entry 1:
{
  "formula": "C15H30Cl2NPRu",
  "method": "ωB97M-V with the def2-TZVPD basis set",
  "symbols": ["Ru", "Cl", "Cl", "H", "H", "P", "C", "C", "C", "C", "H", "C", "H", "H", "H", "H", "H", "H", "H", "C", "C", "H", "H", "H", "H", "H", "H", "C", "H", "C", "H", "H", "H", "H", "H", "H", "N", "C", "C", "C", "C", "C", "C", "H", "H", "H", "H", "H", "H", "H"],
  "positions_angstrom": [[1.13137, -0.07731, 0.74954], [-0.46868, -1.58047, 1.45791], [2.12721, 1.49876, -0.70099], [2.04303, -1.36505, 0.54314], [-0.12950, 1.02274, 0.92510], [-1.57992, -0.38583, -1.61920], [-3.13780, -0.17147, -0.71053], [-1.31334, 0.78949, -2.98435], [-1.13775, -2.11974, -1.85124], [-3.12737, 0.92260, 0.38781], [-3.33613, -1.15765, -0.22954], [-4.22210, 0.09975, -1.76022], [-4.01661, 1.05285, -2.26689], [-5.24039, 0.05837, -1.32036], [-4.14041, -0.62834, -2.59380], [-2.35951, 0.65298, 1.13994], [-4.10615, 0.93367, 0.88978], [-2.88673, 1.91924, -0.04057], [-1.41675, -2.58726, -0.87993], [0.37749, -2.39367, -2.07522], [-2.06513, -2.62721, -2.92552], [-3.11382, -2.55567, -2.63542], [-1.81835, -3.66007, -3.23797], [-2.02861, -1.95939, -3.79692], [0.99421, -1.77172, -1.41544], [0.62254, -2.25030, -3.14814], [0.54988, -3.44419, -1.77498], [-1.27024, 2.23232, -2.43189], [-2.18820, 0.61192, -3.66427], [0.02536, 0.51875, -3.69114], [-2.23808, 2.53939, -2.02155], [-1.01680, 2.94172, -3.23835], [-0.51706, 2.41978, -1.63685], [0.92026, 0.59521, -3.04890], [0.17452, 1.25901, -4.50168], [0.05888, -0.48778, -4.11271], [1.75496, 0.51046, 2.92660], [2.93724, 0.57516, 3.66122], [3.52761, 1.80962, 3.87041], [4.55265, 1.92277, 4.81793], [5.02042, 0.79120, 5.52763], [4.43571, -0.46531, 5.25143], [3.39434, -0.59159, 4.31973], [1.41757, 1.35580, 2.42244], [1.20122, -0.35518, 2.85009], [3.15036, 2.70093, 3.33412], [4.99411, 2.94256, 5.03227], [5.77096, 0.89555, 6.28289], [4.78523, -1.36584, 5.80046], [2.90829, -1.57154, 4.12419]],
  "spin_multiplicity": 6,
  "e_homo_ev": [-1.37, -3.48],
  "total_charge": -1,
  "energy_ha": -2000.77388,
  "homo_lumo_gap_ev": [4.5, 6.0]
}

Entry 2:
{
  "formula": "C24H67B2N9O7P3S",
  "method": "ωB97M-V with the def2-TZVPD basis set",
  "symbols": ["C", "C", "P", "C", "B", "O", "O", "B", "N", "O", "O", "C", "N", "C", "C", "C", "C", "C", "N", "C", "C", "C", "S", "O", "H", "H", "H", "H", "H", "H", "H", "H", "H", "H", "H", "H", "H", "H", "H", "H", "H", "H", "H", "H", "H", "H", "H", "H", "H", "H", "H", "H", "H", "H", "H", "O", "P", "N", "C", "C", "N", "C", "C", "N", "C", "C", "H", "H", "H", "H", "H", "H", "H", "H", "H", "H", "H", "H", "H", "H", "H", "H", "H", "H", "O", "P", "N", "C", "C", "N", "C", "C", "N", "C", "C", "H", "H", "H", "H", "H", "H", "H", "H", "H", "H", "H", "H", "H", "H", "H", "H", "H", "H"],
  "positions_angstrom": [[-1.89189, -2.86662, -1.81255], [-3.10296, -2.09309, -1.29044], [-3.94119, -0.89808, -2.48830], [-2.60767, 0.50083, -2.18395], [-2.76585, 1.29240, -0.87463], [-2.17543, 0.82657, 0.30974], [-3.46880, 2.49464, -0.80194], [-5.31634, -0.33060, -1.17007], [-6.29516, 0.70858, -1.48020], [-5.45012, -0.92132, 0.07631], [-2.97549, -1.42901, -3.90626], [-3.80674, -1.88862, -4.90668], [-3.84207, -1.07222, -6.13031], [-2.75502, -0.51366, -6.48238], [-2.82628, 0.85630, -7.11565], [-1.37622, -1.12586, -6.34935], [-5.22163, -2.29277, -4.35885], [-6.38031, -1.36536, -4.80365], [-7.65275, -1.77942, -4.18168], [-5.53684, -3.71635, -4.80584], [-5.75161, -3.84299, -6.32993], [-4.97021, -5.01591, -6.91577], [-5.52956, -5.50959, -8.58405], [-5.10616, -2.19131, -2.96992], [-2.16163, -3.48694, -2.66704], [-1.52886, -3.55281, -1.03402], [-1.05189, -2.21453, -2.05771], [-3.87305, -2.82723, -1.05085], [-2.83682, -1.54657, -0.38452], [-4.56752, 0.01828, -3.43900], [-1.62224, 0.02442, -2.19020], [-2.63249, 1.15647, -3.05713], [-1.93869, 1.56325, 0.87701], [-3.69687, 2.70530, 0.10425], [-7.23699, 0.34714, -1.57647], [-6.04855, 1.21894, -2.31963], [-6.18900, -0.51259, 0.53759], [-3.34518, -2.86327, -5.18869], [-3.62742, 0.87917, -7.85570], [-1.88745, 1.16526, -7.57875], [-3.06531, 1.56149, -6.31843], [-1.27117, -1.73334, -5.45481], [-0.61926, -0.34039, -6.29158], [-1.16853, -1.71176, -7.24828], [-6.16864, -0.36338, -4.44342], [-6.47560, -1.31662, -5.89236], [-8.27842, -0.99124, -4.10408], [-8.10424, -2.51609, -4.70691], [-4.72729, -4.39360, -4.52020], [-6.43039, -4.08944, -4.30063], [-5.43067, -2.93974, -6.85113], [-6.80969, -3.98512, -6.56842], [-3.92110, -4.73923, -7.01289], [-5.05197, -5.89796, -6.28216], [-6.41923, -4.53291, -8.79524], [0.61552, 3.22106, 3.32770], [1.49134, 4.26488, 2.75936], [0.59978, 5.21583, 1.66737], [0.24065, 4.71928, 0.34536], [-0.53001, 5.85093, 2.34332], [2.77107, 3.37760, 2.00070], [3.02041, 3.37509, 0.57105], [2.96614, 2.03726, 2.55339], [2.39852, 5.47015, 3.44026], [2.64510, 6.77466, 2.85803], [3.13593, 5.15443, 4.65232], [-0.28883, 5.50373, -0.19794], [-0.39203, 3.82353, 0.36493], [1.11861, 4.50634, -0.24844], [-0.17370, 6.56058, 3.09466], [-1.18207, 5.12653, 2.84390], [-1.12230, 6.40702, 1.61714], [2.23426, 2.87240, -0.00425], [3.95656, 2.84496, 0.38003], [3.15218, 4.38841, 0.18561], [2.26797, 1.30208, 2.13630], [2.83415, 2.03694, 3.63230], [3.98693, 1.70778, 2.35086], [2.77984, 6.72096, 1.77997], [3.56530, 7.16832, 3.29277], [1.84424, 7.49201, 3.06234], [4.18024, 4.90514, 4.43112], [2.68967, 4.29725, 5.15958], [3.11375, 5.99089, 5.35440], [4.91155, -0.35429, 4.30897], [5.52177, -1.53874, 4.94089], [5.83476, -1.21326, 6.58208], [6.92732, -0.34432, 6.99360], [4.58920, -0.90008, 7.28442], [6.97725, -1.79133, 4.01780], [8.31617, -1.66972, 4.55844], [6.91904, -1.22862, 2.67206], [5.04491, -3.10858, 5.08526], [5.33139, -3.98340, 6.20664], [4.40386, -3.72499, 3.93141], [6.95526, -0.31844, 8.08460], [6.83223, 0.68488, 6.62301], [7.88461, -0.73914, 6.68277], [3.93129, -1.77180, 7.29773], [4.04298, -0.07091, 6.82199], [4.81089, -0.63755, 8.31863], [8.58315, -0.63976, 4.82787], [9.03289, -2.00684, 3.80540], [8.45575, -2.31316, 5.42942], [7.14530, -0.15497, 2.64747], [5.93228, -1.36254, 2.23540], [7.63890, -1.75614, 2.04131], [6.33276, -3.82613, 6.60154], [5.26687, -5.01297, 5.85292], [4.62109, -3.86691, 7.03021], [5.11982, -4.31196, 3.34568], [3.97885, -2.96314, 3.27584], [3.58337, -4.37416, 4.24047]],
  "e_homo_ev": -3.74,
  "total_charge": -1,
  "energy_ha": -3446.28464,
  "homo_lumo_gap_ev": 5.6
}

Entry 3:
{
  "formula": "C4H14N3",
  "method": "ωB97M-V with the def2-TZVPD basis set",
  "symbols": ["N", "C", "N", "H", "H", "H", "H", "H", "H", "C", "C", "C", "N", "H", "H", "H", "H", "H", "H", "H", "H"],
  "positions_angstrom": [[2.29232, -1.24194, -0.45018], [2.61728, 0.13064, -0.75399], [1.51571, 1.12954, -0.56156], [1.98935, -1.33314, 0.51524], [1.56605, -1.61807, -1.04729], [3.47655, 0.42304, -0.15215], [2.94539, 0.18229, -1.79169], [1.64171, 1.87966, -1.23448], [1.63226, 1.57587, 0.34380], [-1.63998, 0.80750, 1.50132], [-1.79336, -0.24120, 0.45317], [-2.52630, -1.33641, 0.54349], [-0.97025, -0.02602, -0.75711], [-2.34810, 0.63236, 2.30762], [-0.64759, 0.72140, 1.95750], [-1.75372, 1.83452, 1.15613], [-2.55090, -2.10009, -0.22265], [-3.13884, -1.48110, 1.42066], [0.02791, 0.38750, -0.56569], [-1.45644, 0.58876, -1.41359], [-0.87904, -0.91510, -1.24857]],
  "e_homo_ev": -13.67,
  "total_charge": 1,
  "de_lowest_kcal_mol": 30.9,
  "energy_ha": -324.81554,
  "homo_lumo_gap_ev": 10.5
}

Entry 4:
{
  "formula": "C17H21CdI2N7O3S",
  "method": "ωB97M-V with the def2-TZVPD basis set",
  "symbols": ["Cd", "N", "C", "C", "O", "N", "C", "C", "O", "O", "H", "H", "H", "H", "H", "H", "C", "N", "C", "C", "N", "C", "S", "C", "C", "C", "C", "C", "N", "H", "H", "H", "H", "H", "H", "H", "H", "H", "I", "I", "C", "N", "C", "C", "N", "C", "H", "H", "H", "H", "H", "H"],
  "positions_angstrom": [[-1.37424, -0.49763, 0.16286], [-2.85648, -0.84860, 1.99464], [-4.15994, -1.12579, 1.29699], [-4.06871, -0.57780, -0.12222], [-4.10666, 0.64033, -0.26871], [-3.91865, -1.48439, -1.12807], [-3.74963, -0.90554, -2.46841], [-2.53458, 0.01019, -2.71816], [-2.58581, 0.75603, -3.68270], [-1.50194, -0.11668, -1.94322], [-2.75639, -1.48601, 2.77438], [-2.87073, 0.09561, 2.36814], [-4.99341, -0.62539, 1.78477], [-4.33225, -2.19572, 1.30238], [-4.63450, -0.33292, -2.73678], [-3.65777, -1.73593, -3.16674], [-0.67073, 3.30439, -2.03434], [0.36931, 2.81140, -1.12827], [1.72459, 2.78229, -1.40416], [2.33626, 2.20595, -0.36074], [1.34264, 1.87297, 0.55946], [0.11307, 2.24652, 0.06387], [-1.41167, 2.15040, 0.80026], [1.61465, 1.28624, 1.83698], [2.80442, 1.60999, 2.47996], [3.05812, 1.02439, 3.70680], [2.11859, 0.16283, 4.24946], [0.96390, -0.07469, 3.52663], [0.71356, 0.47010, 2.33680], [-0.17807, 3.77118, -2.88310], [-1.29022, 4.02918, -1.51316], [-1.28070, 2.47784, -2.38520], [2.12731, 3.16478, -2.32597], [3.37384, 1.97998, -0.19426], [3.49367, 2.32277, 2.04751], [3.97507, 1.25001, 4.23673], [2.27527, -0.31080, 5.20870], [0.19983, -0.74204, 3.91005], [-2.46750, -3.12225, -0.68206], [-0.54125, -5.25583, 0.02663], [3.53429, -1.52621, -2.39344], [2.54590, -1.66483, -1.33401], [2.64706, -2.45699, -0.20710], [1.49875, -2.27007, 0.49137], [0.70922, -1.36406, -0.17941], [1.36672, -1.02341, -1.26855], [4.46570, -1.97872, -2.06535], [3.70833, -0.47364, -2.60554], [3.19939, -2.02321, -3.30191], [3.48748, -3.10726, -0.03547], [1.18436, -2.73783, 1.40663], [0.99056, -0.36108, -2.03496]],
  "e_homo_ev": -7.65,
  "energy_ha": -2430.83206,
  "homo_lumo_gap_ev": 7.7
}

Repeat the first record exactly.
{
  "formula": "C15H30Cl2NPRu",
  "method": "ωB97M-V with the def2-TZVPD basis set",
  "symbols": ["Ru", "Cl", "Cl", "H", "H", "P", "C", "C", "C", "C", "H", "C", "H", "H", "H", "H", "H", "H", "H", "C", "C", "H", "H", "H", "H", "H", "H", "C", "H", "C", "H", "H", "H", "H", "H", "H", "N", "C", "C", "C", "C", "C", "C", "H", "H", "H", "H", "H", "H", "H"],
  "positions_angstrom": [[1.13137, -0.07731, 0.74954], [-0.46868, -1.58047, 1.45791], [2.12721, 1.49876, -0.70099], [2.04303, -1.36505, 0.54314], [-0.12950, 1.02274, 0.92510], [-1.57992, -0.38583, -1.61920], [-3.13780, -0.17147, -0.71053], [-1.31334, 0.78949, -2.98435], [-1.13775, -2.11974, -1.85124], [-3.12737, 0.92260, 0.38781], [-3.33613, -1.15765, -0.22954], [-4.22210, 0.09975, -1.76022], [-4.01661, 1.05285, -2.26689], [-5.24039, 0.05837, -1.32036], [-4.14041, -0.62834, -2.59380], [-2.35951, 0.65298, 1.13994], [-4.10615, 0.93367, 0.88978], [-2.88673, 1.91924, -0.04057], [-1.41675, -2.58726, -0.87993], [0.37749, -2.39367, -2.07522], [-2.06513, -2.62721, -2.92552], [-3.11382, -2.55567, -2.63542], [-1.81835, -3.66007, -3.23797], [-2.02861, -1.95939, -3.79692], [0.99421, -1.77172, -1.41544], [0.62254, -2.25030, -3.14814], [0.54988, -3.44419, -1.77498], [-1.27024, 2.23232, -2.43189], [-2.18820, 0.61192, -3.66427], [0.02536, 0.51875, -3.69114], [-2.23808, 2.53939, -2.02155], [-1.01680, 2.94172, -3.23835], [-0.51706, 2.41978, -1.63685], [0.92026, 0.59521, -3.04890], [0.17452, 1.25901, -4.50168], [0.05888, -0.48778, -4.11271], [1.75496, 0.51046, 2.92660], [2.93724, 0.57516, 3.66122], [3.52761, 1.80962, 3.87041], [4.55265, 1.92277, 4.81793], [5.02042, 0.79120, 5.52763], [4.43571, -0.46531, 5.25143], [3.39434, -0.59159, 4.31973], [1.41757, 1.35580, 2.42244], [1.20122, -0.35518, 2.85009], [3.15036, 2.70093, 3.33412], [4.99411, 2.94256, 5.03227], [5.77096, 0.89555, 6.28289], [4.78523, -1.36584, 5.80046], [2.90829, -1.57154, 4.12419]],
  "spin_multiplicity": 6,
  "e_homo_ev": [-1.37, -3.48],
  "total_charge": -1,
  "energy_ha": -2000.77388,
  "homo_lumo_gap_ev": [4.5, 6.0]
}

Question: What is the formula in the first record?
Answer: C15H30Cl2NPRu